Computed, not measured: C14H15NO2Tm as an isolated structure, with ωB97M-V/def2-TZVPD.

Each line ends with the Löwdin charge.
CARTESIAN COORDINATES (ANGSTROEM)
C  1.75809  -1.15870  0.34653  -0.265
C  1.20653  -1.48750  -0.92592  -0.218
C  -0.09801  -2.01450  -0.72827  -0.165
C  -0.37787  -1.99056  0.66087  -0.201
C  0.77285  -1.47642  1.34182  -0.303
Tm  0.06715  0.74236  0.60513  1.202
N  1.05122  1.01905  3.20105  -0.421
C  0.88328  1.98952  -1.23801  -0.207
C  0.87685  1.38857  -2.46868  -0.014
H  -0.74226  -2.45034  -1.50463  0.088
H  1.73475  -1.41800  -1.88163  0.078
H  -1.27260  -2.39100  1.14586  0.100
H  0.87970  -1.32471  2.42105  0.061
H  2.77142  -0.77838  0.55291  0.095
H  1.61859  0.66071  -2.79795  0.055
H  -0.00068  2.37589  -0.51140  0.055
H  1.10919  2.07779  2.88504  -0.373
H  -0.10549  1.44781  -3.06435  0.098
H  1.85626  1.94742  -0.64492  0.074
O  -2.02672  1.60887  -0.39989  -0.146
C  -2.70641  0.96628  0.50702  -0.528
O  -2.05717  0.18513  1.31770  -0.151
C  -4.17334  1.15480  0.70915  -0.134
C  -4.83755  0.51500  1.76559  -0.012
C  -6.14897  0.86732  2.09809  -0.083
C  -6.82266  1.84677  1.34941  -0.099
C  -6.19151  2.42710  0.24080  -0.092
C  -4.87894  2.06962  -0.08892  -0.023
H  -4.30125  -0.24668  2.34204  0.124
H  -6.64470  0.38900  2.94687  0.099
H  -7.83496  2.15020  1.63080  0.095
H  -6.71419  3.16826  -0.36774  0.096
H  -4.36789  2.50484  -0.94649  0.112

The spin multiplicity is 3. As for the total charge: -1. Its HOMO-LUMO gap (spin up / spin down) is 3.68 / 3.89 eV.

***

Computed, not measured: a 2-piece molecular cluster, C14H16 overall, with ωB97M-V/def2-TZVPD.

Each line ends with the Löwdin charge.
CARTESIAN COORDINATES (ANGSTROEM)
C  3.29376  0.44979  -0.56174  -0.091
C  2.11987  1.14058  -1.05909  -0.332
C  1.68184  0.84874  -2.35372  -0.087
C  0.38098  0.97008  -2.73892  -0.118
C  -0.52200  1.76279  -1.98545  -0.066
C  -0.06073  2.08282  -0.67173  -0.096
C  1.23981  1.81879  -0.17812  -0.047
H  4.12532  1.23443  -0.54106  0.119
H  3.23926  -0.57333  -0.87048  0.076
H  3.34776  0.23637  0.52170  0.077
H  2.48583  0.27855  -3.02148  0.153
H  -0.04003  0.40913  -3.56692  0.099
H  -1.49273  1.84483  -2.43848  0.088
H  -0.73251  2.47264  0.08567  0.086
H  1.42011  2.25401  0.87971  0.139
C  -1.57338  -2.47536  -0.56198  -0.027
C  -1.35022  -1.57328  0.70533  -0.271
C  -0.20679  -1.51385  1.45912  -0.069
C  -0.16791  -0.71617  2.62944  -0.064
C  -1.35394  -0.05025  3.00065  -0.111
C  -2.31238  0.14430  2.08246  -0.104
C  -2.40419  -0.72140  0.98794  -0.054
H  -1.21556  -1.95065  -1.40063  0.053
H  -2.56312  -2.79621  -0.58816  0.049
H  -1.00048  -3.37659  -0.67028  0.064
H  0.65746  -2.18320  1.04843  0.141
H  0.76032  -0.56874  3.18669  0.100
H  -1.36192  0.53221  3.86472  0.082
H  -3.05147  0.86459  2.30719  0.094
H  -3.34299  -0.84560  0.44919  0.113

As for the total charge: 0. As for the energy above the lowest of the compared OMol25 structures with the same formula, charge and spin: 2.775 eV. Its HOMO-LUMO gap is 9.52 eV. The structure (SMILES) is Cc1ccccc1.Cc1ccccc1.

***

no.,strongest force on any atom (eV/Å)
1,5.63
2,3.59